[1]
{"formula": "C55H46F3GeNO2PbS2", "method": "ωB97M-V with the def2-TZVPD basis set", "elements": ["C", "C", "C", "H", "H", "F", "O", "C", "C", "H", "H", "H", "C", "H", "C", "C", "H", "H", "H", "C", "H", "C", "H", "C", "C", "H", "C", "H", "C", "C", "H", "H", "C", "H", "C", "H", "C", "Pb", "H", "H", "S", "H", "O", "H", "H", "C", "H", "H", "C", "S", "H", "C", "H", "C", "H", "H", "C", "H", "C", "C", "C", "C", "H", "C", "C", "C", "C", "F", "C", "H", "H", "C", "C", "C", "C", "C", "C", "C", "H", "H", "C", "C", "C", "C", "C", "C", "C", "H", "H", "H", "C", "C", "C", "H", "C", "N", "H", "C", "C", "C", "H", "Ge", "C", "F", "H", "C", "H", "H", "H", "H", "H"], "positions_angstrom": [[6.733, 0.775, -1.608], [6.744, -0.045, -2.728], [5.930, -0.604, 4.532], [-5.408, -5.043, 3.055], [6.482, 0.172, 5.046], [-0.485, -5.993, 0.882], [-1.559, -0.700, 1.849], [-1.370, 3.581, -0.545], [-3.341, -0.925, -0.123], [-7.717, -2.780, -0.641], [5.954, -1.816, -3.649], [-7.574, -1.817, -2.115], [4.519, -2.608, 3.225], [-2.878, -4.451, -2.095], [-3.037, -4.719, 0.011], [-3.521, -1.195, -1.475], [-6.334, -1.889, 1.069], [2.329, -0.017, -3.957], [-6.113, -5.909, 0.850], [5.909, 0.472, -0.535], [-3.470, 1.376, 1.897], [-5.150, -5.431, 0.965], [-3.305, 6.012, 0.877], [-2.895, 1.999, 1.225], [5.078, -0.645, -0.593], [-6.895, -3.434, -2.067], [0.355, 0.830, -3.749], [-3.137, 1.942, -5.020], [-4.311, -5.270, -0.120], [-4.731, -1.704, -1.903], [-3.808, 3.815, 1.843], [4.211, 6.992, 1.465], [5.169, -2.885, 4.418], [-2.720, -1.005, -2.182], [-2.164, 1.642, -4.655], [-2.184, -4.399, 4.116], [-1.236, 1.070, -5.549], [-0.639, -2.393, 3.038], [7.392, 0.188, -3.562], [5.912, 1.100, 0.348], [1.318, 1.182, 0.711], [3.719, 2.522, -0.401], [2.483, 0.237, 1.077], [-4.877, -1.920, -2.954], [-3.876, -4.108, 4.465], [-1.959, 1.408, 0.358], [-4.632, -5.580, -1.107], [5.130, -3.883, 4.833], [5.876, -1.884, 5.069], [-1.720, -0.372, 0.345], [0.167, 3.967, -2.013], [-0.818, 5.761, -1.419], [4.441, 4.871, -0.212], [-3.091, -3.909, 3.739], [2.935, -2.253, 0.453], [-1.589, -3.651, -1.180], [-1.193, 2.168, -0.520], [3.976, -3.392, 2.706], [-1.816, 6.340, -0.611], [-0.597, 4.413, -1.389], [-5.760, -1.964, -0.996], [5.935, -1.173, -2.779], [-2.966, -2.811, 3.734], [-7.060, -2.534, -1.473], [3.526, 4.552, 0.271], [3.201, 6.917, 1.060], [-0.007, 0.672, -5.107], [0.519, -4.233, 0.103], [1.960, 2.836, 0.798], [5.347, 0.675, 2.918], [-4.178, -0.969, 1.849], [1.597, 5.058, 1.610], [4.582, -1.325, 2.678], [-4.345, -1.169, 0.797], [-4.742, -4.968, 2.205], [-2.550, 5.566, 0.243], [-0.199, -4.728, 1.167], [-2.214, -4.540, -1.236], [7.371, 1.648, -1.569], [0.292, 3.399, 2.028], [-3.481, -4.416, 2.376], [1.195, 3.734, 1.530], [-1.844, 1.819, -3.338], [3.128, 3.234, 0.164], [-0.576, 1.418, -2.849], [5.294, -0.323, 3.334], [-2.340, 4.170, 0.309], [3.218, 7.361, 0.064], [6.391, -2.106, 5.994], [-1.993, 7.405, -0.669], [-3.079, 3.348, 1.192], [1.932, 0.525, -1.944], [1.007, 1.082, -1.053], [2.895, 0.207, -1.585], [-5.549, -1.684, 0.353], [-1.249, -3.936, 1.574], [0.710, 0.228, -5.787], [2.764, 5.486, 0.982], [1.611, 0.405, -3.264], [5.099, -1.473, -1.716], [0.997, 5.760, 2.174], [3.893, -1.143, 0.874], [-0.226, 1.546, -1.477], [0.758, -4.749, 2.178], [-1.507, 0.941, -6.588], [-2.596, -4.353, 1.291], [2.533, 7.503, 1.687], [4.458, -2.348, -1.751], [-0.231, 6.391, -2.075], [-2.562, 2.257, -2.658], [-1.570, -5.401, -1.412]], "mulliken_charge": [-0.7208, -0.5463, -0.7055, 0.3991, 0.4174, -0.2365, -0.6608, 1.3660, 0.6036, 0.3703, 0.4528, 0.4027, -0.4761, 0.5079, 1.1301, -0.4669, 0.3490, 0.5107, 0.4618, -0.1115, 0.4427, -1.1182, 0.5024, -0.6654, 0.4271, 0.3748, 0.6783, 0.4988, -0.5412, -0.8958, 0.4651, 0.3888, -0.5951, 0.5891, -1.0077, 0.3932, -0.7047, 1.0718, 0.4241, 0.3324, 0.1089, 0.6058, 0.3637, 0.4805, 0.5153, 0.7348, 0.5144, 0.4231, -0.5152, 1.1754, 0.6040, -0.9777, 0.4846, -1.8015, -0.2919, 0.1899, -0.9099, 0.4381, -0.7343, -0.8183, 0.9511, -0.5835, 0.2309, -1.7147, -0.8986, -1.5537, -1.1465, -0.2613, 0.5594, 0.3349, 0.4456, -0.9452, 0.2806, -0.5648, -1.0256, -0.9579, 0.6044, -2.0499, 0.4434, 0.4619, 1.5030, -0.3295, -0.9231, -0.7320, 1.5463, -0.0038, 0.9342, 0.3404, 0.4060, 0.4503, -1.3219, -0.4377, 0.9605, 0.3439, -1.0513, -0.1677, 0.4957, 0.9404, -1.1888, -0.3406, 0.4046, 0.7574, -0.7356, -0.3241, 0.4390, 0.4063, 0.3766, 0.3924, 0.4957, 0.6191, 0.4363], "charge": 2, "e_tot_ev": -154941.2943, "homo_ev": -12.75}

---

[2]
{"formula": "C55H47Cl2N2O3P2SSeV", "method": "ωB97M-V with the def2-TZVPD basis set", "elements": ["H", "C", "C", "H", "H", "H", "C", "C", "C", "C", "H", "H", "H", "H", "H", "H", "P", "C", "C", "H", "H", "P", "C", "C", "C", "C", "C", "N", "H", "H", "H", "H", "C", "C", "H", "Se", "C", "C", "H", "H", "H", "C", "Cl", "C", "C", "C", "O", "C", "C", "C", "H", "C", "C", "C", "H", "H", "H", "H", "C", "C", "S", "H", "C", "H", "H", "H", "C", "H", "H", "C", "C", "C", "H", "H", "O", "H", "H", "C", "C", "N", "H", "H", "C", "C", "C", "H", "C", "H", "V", "H", "C", "C", "H", "C", "H", "H", "C", "C", "H", "C", "C", "C", "C", "C", "H", "H", "C", "H", "Cl", "C", "C", "O", "C", "C"], "positions_angstrom": [[0.989, -2.794, -3.426], [-1.611, -1.626, 4.010], [-0.753, -1.473, 2.914], [-4.189, 5.513, 1.332], [-4.675, -1.297, 2.595], [5.173, -3.028, -4.246], [-1.407, -1.450, 1.645], [-4.028, -4.428, -3.707], [-3.067, 2.936, -0.387], [-1.526, -1.958, -2.379], [4.125, -4.759, 2.485], [-4.879, 3.151, 2.440], [-4.282, -2.540, 5.391], [-3.738, 4.759, -1.132], [-3.356, 2.518, -1.355], [-1.890, 3.873, -4.147], [1.765, -0.495, 2.048], [3.289, 1.458, 3.527], [1.954, -2.308, -3.485], [-5.385, 4.517, 0.489], [-1.509, 1.818, -2.843], [0.652, -0.004, -2.555], [-0.735, 2.189, -3.503], [5.675, -1.785, 2.058], [-3.796, 2.230, 0.771], [-0.955, 3.336, -4.246], [3.283, -1.486, 2.190], [1.702, 2.050, 1.463], [6.663, -1.357, 1.949], [-4.733, 1.811, 0.400], [-0.377, -0.236, -5.073], [2.149, -3.293, 2.450], [-4.353, 4.551, 0.850], [-2.434, -2.742, -3.129], [4.805, 2.522, 4.442], [-0.942, 1.798, 3.100], [-1.178, -1.702, 5.347], [1.187, 3.069, -5.286], [-2.367, -1.059, 7.026], [2.951, -4.102, -4.090], [-3.790, -5.484, -3.835], [-1.930, -1.685, -5.211], [2.277, 3.259, -1.453], [-2.776, -1.353, 1.567], [-3.692, -3.600, -4.973], [2.079, -0.953, -3.182], [-0.884, 3.864, -0.094], [0.014, 3.787, -5.134], [0.870, 2.097, 2.786], [3.629, 3.912, 3.272], [3.467, 0.679, -2.996], [0.457, 1.471, -3.630], [4.251, -3.691, 2.362], [1.032, -1.355, 4.541], [-4.184, -0.798, 5.548], [-0.154, 4.685, -5.715], [4.705, 0.109, 1.920], [-3.193, 1.430, 1.198], [2.517, 4.237, 2.613], [-2.376, -1.831, 6.257], [-0.373, -1.548, 0.189], [-4.570, -3.089, -5.369], [-3.015, -1.582, 3.927], [-3.527, -5.042, -0.882], [0.629, 3.892, 1.674], [2.370, 5.278, 2.346], [-0.985, -0.925, -4.501], [3.653, 3.357, 0.453], [-3.244, -1.281, 0.595], [2.087, 1.231, 2.678], [3.138, -2.867, 2.349], [-3.603, -1.690, 5.314], [-3.302, -4.224, -5.778], [-2.006, -3.709, 0.513], [-1.023, 1.675, -0.429], [-2.371, -2.793, 6.769], [-2.038, -1.554, -6.279], [-3.182, -3.820, -2.615], [3.771, 2.960, -0.548], [-3.395, 4.367, -0.265], [-3.161, 3.548, 2.352], [-1.613, 4.558, -0.039], [-0.766, -1.013, -3.137], [0.156, -1.608, 5.618], [4.564, -0.955, 2.039], [3.626, 0.568, 4.045], [-4.059, 3.367, 1.759], [2.323, 1.361, -4.696], [0.797, 0.716, -0.026], [2.080, -1.189, 4.765], [0.621, -1.258, 3.230], [5.522, -3.153, 2.217], [4.327, 4.706, 3.510], [3.340, -0.362, -3.255], [-5.087, -4.374, -3.450], [0.542, -1.657, 6.627], [-3.017, -4.190, -1.311], [1.417, 3.341, 2.174], [5.415, -0.626, -3.703], [-2.657, -2.604, -4.513], [1.408, 1.915, -4.542], [4.445, -1.102, -3.645], [3.958, 2.586, 3.769], [-2.147, -3.422, -0.521], [1.937, 3.400, -5.991], [6.390, -3.798, 2.230], [-1.556, 2.770, -0.289], [4.596, 3.419, -1.080], [4.084, 1.224, -0.419], [-3.603, -1.387, 2.708], [-1.472, -2.316, -0.992], [0.685, -2.557, 0.461], [3.063, -3.050, -3.863], [4.309, -2.449, -3.949]], "lowdin_spin": [0.0000, 0.0001, 0.0011, 0.0000, 0.0000, 0.0000, 0.0041, 0.0000, 0.0006, 0.0002, 0.0000, 0.0000, 0.0001, 0.0000, 0.0005, 0.0000, 0.0187, 0.0015, 0.0001, 0.0000, 0.0000, 0.0184, 0.0001, -0.0002, 0.0009, 0.0001, 0.0081, 0.0065, 0.0000, 0.0001, -0.0001, 0.0001, 0.0000, 0.0002, 0.0000, 0.0137, 0.0003, 0.0002, 0.0000, 0.0000, 0.0000, 0.0000, 0.0166, 0.0022, 0.0000, 0.0048, 0.0079, -0.0005, 0.0043, 0.0016, 0.0001, 0.0024, 0.0000, -0.0005, 0.0001, 0.0000, 0.0001, 0.0001, -0.0006, 0.0001, 0.0143, 0.0000, 0.0022, 0.0000, 0.0000, -0.0001, -0.0008, 0.0000, 0.0001, 0.0053, 0.0021, 0.0004, 0.0000, 0.0000, 0.0337, 0.0000, 0.0000, 0.0001, 0.0018, -0.0003, 0.0001, 0.0001, 0.0007, -0.0007, 0.0023, 0.0001, 0.0001, 0.0000, 2.7820, -0.0001, -0.0042, 0.0018, 0.0001, 0.0010, 0.0000, -0.0001, 0.0000, 0.0046, 0.0000, -0.0003, -0.0003, 0.0001, 0.0005, 0.0000, 0.0000, 0.0001, 0.0157, 0.0002, 0.0186, 0.0000, 0.0008, 0.0041, 0.0002, -0.0001], "multiplicity": 4, "charge": 1, "e_tot_ev": -212406.2307, "homo_ev": [-8.82, -8.83], "e_above_lowest_kcal_mol": 115.9}